{"formula": "C37H35BN9P2Rb", "method": "wB97M-V/def2-TZVPD", "species": ["Rb", "P", "P", "N", "N", "N", "N", "N", "N", "N", "N", "N", "C", "C", "C", "C", "C", "C", "C", "C", "C", "C", "C", "C", "C", "C", "C", "C", "C", "C", "C", "C", "C", "C", "C", "C", "C", "C", "C", "C", "C", "C", "C", "C", "C", "C", "C", "C", "C", "B", "H", "H", "H", "H", "H", "H", "H", "H", "H", "H", "H", "H", "H", "H", "H", "H", "H", "H", "H", "H", "H", "H", "H", "H", "H", "H", "H", "H", "H", "H", "H", "H", "H", "H", "H"], "coordinates": [[-0.9447, -1.3383, -1.8772], [0.4843, 2.1428, -1.7646], [2.4186, 0.1231, -1.6539], [-1.3746, -3.4788, -0.1257], [-2.0987, -3.6155, 1.0064], [-3.7027, -1.5625, 0.7214], [-3.8623, -3.0755, 2.6739], [-1.8514, -1.5752, 2.4693], [1.5499, 1.3764, -0.7744], [-4.1522, -2.5023, 3.8669], [-1.3455, -0.4400, 1.9496], [-3.3254, -1.1115, -0.4942], [-4.9089, -1.0504, 1.0525], [-0.9259, -5.4839, 0.7994], [-5.6676, -4.1131, 3.4094], [4.6042, 1.1749, -2.9373], [1.4706, -1.4331, 0.4918], [2.5527, -3.4318, 1.2629], [-1.5687, 1.9586, -0.0097], [4.9456, 0.8253, -0.5770], [-1.3756, 4.1039, -1.1473], [-1.3129, -1.8268, 3.6788], [-0.4275, -0.8145, 3.9760], [-5.3421, -0.2474, 0.0217], [1.9245, 1.8770, 0.5621], [4.1243, 0.7374, -1.7036], [-4.3111, -0.3310, -0.9203], [3.5689, -3.2354, 0.3352], [-0.6814, -4.6030, -0.2589], [-2.7034, 2.4046, 0.6409], [-3.1731, 3.6888, 0.3971], [2.3750, 5.1480, -4.5969], [3.5435, -2.1364, -0.5084], [1.5026, -2.5314, 1.3400], [-0.4836, 0.0179, 2.8512], [1.2329, 3.3137, -2.8738], [-0.8945, 2.8094, -0.8958], [6.2166, 1.3650, -0.6845], [3.0981, 4.6863, -3.5047], [-4.7758, -4.0330, 2.3716], [-5.2221, -3.1323, 4.3172], [2.5352, 3.7611, -2.6418], [0.5116, 3.7648, -3.9833], [5.8818, 1.7063, -3.0453], [1.0850, 4.6886, -4.8380], [6.6832, 1.8061, -1.9180], [-2.5100, 4.5359, -0.4892], [2.4938, -1.2176, -0.4277], [-1.8272, -4.8056, 1.5877], [-2.8672, -2.4467, 1.6929], [6.2523, 2.0336, -4.0077], [2.5766, -4.2911, 1.9197], [-2.8802, 5.5377, -0.6598], [-4.0656, 4.0374, 0.9001], [-0.8529, 4.7634, -1.8271], [-3.2106, 1.7332, 1.3211], [-0.0271, -4.7401, -1.1081], [0.0436, 0.9440, 2.6694], [-5.3769, -1.2912, 1.9925], [-1.2312, 0.9507, 0.2105], [4.5979, 0.4527, 0.3790], [-4.2496, 0.1378, -1.8926], [-0.4894, 3.3959, -4.1736], [-6.2709, 0.2911, -0.0453], [0.6986, -2.6741, 2.0508], [-6.5080, -4.7783, 3.5036], [7.6808, 2.2174, -1.9996], [3.9741, 1.0969, -3.8161], [2.8215, 5.8676, -5.2700], [0.5321, 5.0458, -5.6959], [0.6360, -0.7485, 0.5876], [4.1023, 5.0454, -3.3248], [-0.5220, -6.4677, 0.9607], [4.3466, -1.9904, -1.2209], [1.1407, 2.5280, 0.9452], [0.1512, -0.6908, 4.8746], [3.1018, 3.3922, -1.7966], [-5.6361, -2.8629, 5.2761], [-4.7256, -4.5770, 1.4425], [-2.2950, -5.0913, 2.5138], [-1.6266, -2.6764, 4.2598], [6.8499, 1.4323, 0.1900], [2.8599, 2.4358, 0.5033], [2.0469, 1.0370, 1.2430], [4.3884, -3.9390, 0.2706]], "forces_ev_per_a": [[0.06, -0.15, -0.05], [0.00, 0.05, 0.02], [-0.01, 0.02, 0.01], [-0.06, -0.02, 0.00], [0.02, -0.01, -0.01], [0.02, 0.00, 0.00], [-0.01, 0.02, -0.01], [-0.02, 0.02, 0.03], [0.01, 0.01, 0.00], [0.01, -0.03, 0.02], [0.09, 0.00, -0.09], [0.00, 0.00, 0.05], [0.00, 0.01, 0.00], [0.01, 0.01, 0.02], [0.01, 0.00, 0.00], [0.01, -0.01, 0.00], [0.01, 0.03, -0.04], [0.00, 0.01, -0.01], [-0.01, -0.01, 0.02], [-0.01, 0.00, 0.00], [0.01, -0.01, 0.01], [-0.05, 0.04, 0.04], [0.08, -0.05, -0.05], [0.00, -0.02, 0.01], [0.01, 0.00, -0.01], [0.01, 0.00, 0.00], [0.01, 0.01, 0.01], [0.00, 0.00, 0.00], [-0.01, 0.00, -0.02], [0.02, 0.00, 0.00], [-0.02, 0.00, 0.01], [0.01, 0.00, 0.00], [0.01, -0.01, 0.00], [-0.03, -0.02, -0.02], [-0.15, 0.09, 0.09], [0.02, -0.02, 0.02], [0.01, -0.01, -0.01], [0.00, 0.00, 0.00], [0.00, 0.00, -0.01], [0.01, -0.01, 0.00], [-0.02, 0.02, -0.01], [-0.01, 0.01, 0.00], [0.00, 0.01, -0.01], [0.00, 0.00, 0.00], [-0.01, -0.01, 0.00], [0.00, 0.00, 0.00], [-0.01, 0.00, 0.00], [0.01, 0.00, -0.01], [-0.02, 0.00, -0.01], [0.00, 0.01, -0.01], [0.00, 0.00, 0.00], [0.00, 0.00, 0.00], [0.00, 0.00, 0.00], [0.00, 0.00, 0.00], [0.00, 0.00, 0.00], [-0.01, 0.01, 0.01], [0.00, 0.00, 0.00], [-0.02, 0.00, 0.02], [0.00, 0.00, 0.00], [0.01, -0.02, 0.01], [0.00, 0.00, 0.00], [0.00, 0.00, 0.00], [0.00, 0.00, 0.00], [0.00, 0.00, 0.00], [0.01, 0.00, 0.00], [0.00, 0.00, 0.00], [0.00, 0.00, 0.00], [0.00, 0.00, 0.00], [0.00, 0.00, 0.00], [0.00, 0.00, 0.00], [0.03, 0.03, -0.01], [0.00, 0.00, 0.00], [0.00, 0.00, 0.00], [0.00, 0.00, 0.00], [0.00, 0.00, 0.00], [0.01, -0.01, -0.01], [-0.01, 0.01, 0.00], [0.00, 0.00, 0.00], [0.01, 0.00, 0.00], [-0.01, 0.00, 0.00], [0.00, 0.01, 0.00], [0.00, 0.00, 0.00], [0.00, 0.00, 0.00], [0.01, 0.00, -0.01], [0.00, 0.00, 0.00]], "lowdin_charge": [0.76, 1.05, 1.01, -0.06, 0.00, 0.01, -0.05, 0.01, -0.49, 0.07, 0.06, -0.08, -0.06, -0.05, -0.06, -0.12, -0.15, -0.05, -0.10, -0.09, -0.06, -0.09, -0.05, -0.06, -0.09, -0.40, -0.20, -0.06, -0.19, -0.04, -0.02, -0.04, -0.10, -0.05, -0.18, -0.35, -0.34, -0.06, -0.05, -0.10, -0.15, -0.07, -0.09, -0.07, -0.05, -0.06, -0.05, -0.39, -0.08, -0.66, 0.11, 0.12, 0.12, 0.12, 0.11, 0.12, 0.10, 0.09, 0.12, 0.05, 0.11, 0.10, 0.12, 0.09, 0.10, 0.09, 0.11, 0.10, 0.12, 0.12, 0.05, 0.12, 0.10, 0.11, 0.08, 0.09, 0.10, 0.10, 0.13, 0.12, 0.12, 0.11, 0.08, 0.07, 0.11], "homo_energy_ev": [-10.5, -10.5], "de_lowest_kcal_mol": 6.20, "lumo_ev": [-2.7, -5.7], "multiplicity": 2, "s2": 0.7602, "total_charge": 1}